[1]
Below is C21H46B2N5O5V as an isolated structure, with properties calculated with ωB97M-V with the def2-TZVPD basis set.

Geometry as XYZ:
```
80
Properties=species:S:1:pos:R:3:forces:R:3:mulliken_charge:R:1
O 2.814113 4.863784 6.018307 -0.033 -3.009 -3.257 -0.46
V 2.988793 3.650154 4.961677 -1.558 0.884 1.440 1.77
O 1.829973 3.591204 3.832927 2.476 0.689 2.643 -0.58
B 4.678413 0.446044 6.193077 -1.098 0.820 -0.215 0.08
H 5.254563 -0.426186 6.460517 2.050 -3.301 1.212 -0.14
H 3.962363 0.216814 5.419157 -3.214 -1.395 -3.418 -0.29
H 4.152293 0.939944 6.995257 -1.944 1.851 3.595 -0.18
H 5.378503 1.126144 5.733107 3.224 3.248 -1.955 -0.19
B 0.838673 -1.789106 0.988417 -0.034 -0.134 0.174 0.25
H 1.690733 -2.450816 1.007957 3.594 -2.650 0.043 -0.31
H 0.447743 -1.717596 -0.014723 -1.614 0.247 -4.483 -0.36
H 0.055803 -2.210366 1.599897 -3.241 -1.692 2.645 -0.26
H 1.092713 -0.799076 1.334167 1.082 3.897 1.391 -0.25
C 0.570603 -4.628776 5.881997 1.447 -0.766 -1.476 -1.00
C 2.087283 -4.838676 5.813637 0.155 -0.636 5.134 0.60
O 2.690273 -5.456236 6.687167 -1.020 1.695 -3.661 -0.41
N 2.848813 -3.963406 4.832537 0.637 -1.874 -0.140 -0.12
H 2.237673 -3.660136 4.087797 -0.314 -0.022 -0.593 0.33
H 3.117933 -3.107826 5.296907 0.401 0.524 0.590 0.30
C 4.093213 -4.680986 4.267477 -0.066 0.972 0.190 -0.79
H 0.320483 -3.730276 5.317877 -0.454 0.058 0.448 0.34
H 0.184743 -4.762396 6.892627 0.289 0.443 -0.106 0.34
H 0.225063 -5.489436 5.309317 -0.559 -0.037 -0.172 0.31
H 4.343703 -4.061106 3.406597 0.219 -0.510 -0.117 0.37
H 3.887413 -5.730296 4.056077 -0.314 0.325 -0.164 0.35
H 4.905493 -4.641346 4.993227 -0.300 0.135 0.090 0.33
C 3.321003 3.102384 -1.828923 -0.837 0.121 0.739 -1.09
C 2.955953 4.578444 -1.612323 -3.600 -0.865 -0.188 0.54
O 1.804523 4.957234 -1.388003 4.402 -0.535 -0.714 -0.44
N 4.121433 5.576354 -1.605913 -2.179 0.239 -0.388 -0.10
H 4.387303 5.432614 -0.642193 0.907 0.570 0.542 0.37
H 4.876173 5.289194 -2.212543 0.376 -0.321 -0.244 0.40
C 3.714483 7.018784 -1.875043 1.047 0.592 0.698 -0.81
H 3.717793 2.620724 -0.935243 0.733 0.536 0.285 0.36
H 3.936913 2.803164 -2.676993 -0.024 0.495 -0.037 0.38
H 2.366733 2.575774 -1.816653 -0.147 0.202 -0.697 0.31
H 3.321103 7.225584 -2.870323 -0.315 -0.771 0.178 0.34
H 4.645653 7.583134 -1.824763 0.022 0.012 0.139 0.39
H 3.083063 7.360364 -1.054833 -0.177 -0.192 -0.370 0.32
C 1.598193 -4.813876 -2.979383 -1.350 1.076 1.184 -1.08
C 0.612853 -5.812836 -2.455233 -0.071 -3.617 -2.656 0.56
O 0.469593 -6.926546 -2.908853 0.152 1.994 1.119 -0.41
N -0.355607 -5.461986 -1.341303 -0.839 1.234 -1.519 -0.07
H -0.275767 -6.132066 -0.589823 -0.197 -0.587 0.146 0.38
H -0.020317 -4.574866 -0.993903 -0.215 0.764 0.771 0.23
C -1.838837 -5.253836 -1.857073 0.392 -0.325 0.511 -0.73
H 2.168183 -4.487766 -2.109413 0.930 -0.216 -0.282 0.39
H 1.057873 -3.888366 -3.178333 -0.322 0.182 -0.219 0.35
H 2.088413 -5.095656 -3.911263 0.199 -0.461 0.635 0.33
H -2.239797 -6.010526 -2.531413 1.020 -0.473 0.027 0.37
H -1.887077 -4.309826 -2.399863 0.198 0.051 0.485 0.28
H -2.487977 -5.313586 -0.983493 0.251 0.525 0.046 0.35
C -5.052037 1.920574 2.432387 0.429 -0.161 2.332 -0.90
N -4.825857 1.926764 1.021687 -1.827 0.386 -1.324 0.09
C -3.590607 1.667674 0.618327 0.556 -0.497 -0.989 -0.37
C -3.270757 1.732314 -0.713753 -0.140 0.753 -0.416 -0.86
C -4.212027 2.180474 -1.685813 1.518 -1.528 0.833 0.78
C -5.474667 2.495014 -1.222343 -0.684 -0.566 1.054 -0.69
C -5.785397 2.332234 0.145897 1.076 -0.292 -1.078 -0.29
C -3.828607 2.065214 -3.125173 -0.639 1.864 -1.246 1.14
C -2.953667 1.103604 -3.618453 -0.618 -0.923 0.448 -0.88
C -2.675717 0.989054 -4.976373 -1.264 1.009 1.010 -0.22
N -3.225557 1.920924 -5.787973 0.063 -0.539 -1.428 0.01
C -4.021787 2.924504 -5.393923 -0.148 0.278 2.244 -0.20
C -4.346817 3.030704 -4.024333 1.300 -0.934 0.088 -0.70
C -2.865347 1.798964 -7.244423 0.182 0.901 0.141 -0.89
H -6.026227 1.642174 2.834317 -0.383 0.582 -0.845 0.35
H -4.689477 2.896954 2.753837 -0.500 -0.009 0.534 0.39
H -4.424867 1.173374 2.918647 0.335 0.038 -0.322 0.32
H -2.885917 1.312494 1.355657 0.027 0.139 0.082 0.48
H -2.243427 1.496964 -0.949553 -0.015 -0.082 -0.284 0.55
H -6.310907 2.683544 -1.879273 0.042 0.274 -0.115 0.49
H -6.810697 2.435884 0.469037 0.127 0.150 0.445 0.43
H -2.716067 0.369204 -2.863063 0.787 -0.430 -0.504 0.58
H -2.158277 0.189534 -5.485713 0.257 0.033 0.327 0.41
H -4.352867 3.676264 -6.095103 0.061 -0.236 -0.321 0.42
H -4.814167 3.866254 -3.524513 -0.565 0.251 -0.854 0.50
H -1.914297 2.322884 -7.339883 0.154 -0.333 -0.170 0.39
H -3.565987 2.360244 -7.862623 -0.211 -0.319 0.194 0.33
H -2.797227 0.754144 -7.547423 -0.087 0.198 0.135 0.33
```
Positions in Å, forces in eV/Å.

Total charge   +4
LUMO energy   -0.4022 hartree
HOMO   -15.338 eV

---

[2]
Below is a 3-piece molecular cluster, C21H46Cl4N3 overall, with properties calculated with ωB97M-V with the def2-TZVPD basis set.

Geometry as XYZ:
```
74
Properties=species:S:1:pos:R:3:forces:R:3:mulliken_charge:R:1
C -2.564681 3.016128 1.449702 0.223 0.072 -0.755 -1.79
C -1.967246 1.735129 0.851652 -0.524 -0.001 0.709 1.01
C -1.722102 0.586555 1.849338 0.501 0.233 0.312 -0.23
C -1.444563 1.033258 3.308794 0.148 -0.509 -1.243 -0.49
C -0.604149 -0.025367 4.023372 -0.464 0.082 0.975 -0.16
C 0.286260 0.515583 5.146854 0.321 0.057 -0.302 -1.00
C 1.108142 1.761939 4.758137 -0.308 -0.566 0.286 -1.16
C 1.655524 1.777294 3.333751 0.623 0.359 0.090 0.96
C 2.973925 1.024928 3.112514 -0.140 0.068 -0.762 -0.89
C 2.869609 -0.469034 2.779991 0.327 0.399 0.285 -1.08
C 2.022691 -0.783822 1.544119 0.314 -0.643 0.242 0.72
C 2.790104 -1.489344 0.413760 -1.335 0.228 -0.013 -1.23
C 1.960998 -1.427287 -0.887623 0.461 0.349 -0.377 0.07
C 2.623197 -0.492521 -1.903630 -0.269 0.343 -0.124 -1.11
C 2.361696 0.964119 -1.496260 -0.029 -0.088 -0.296 -0.01
C 0.934059 1.374564 -1.853898 1.343 0.415 0.322 -0.34
N 0.732679 2.898293 -1.892989 -2.047 -0.363 1.274 -0.06
C 0.512277 3.525984 -0.744057 0.627 0.330 -0.268 0.00
N -0.633068 4.320472 -0.637385 1.134 0.586 0.172 -0.39
N 1.379947 3.458660 0.328303 -0.609 -0.600 -0.369 -0.14
H -1.808533 3.594649 1.978527 -0.071 -0.057 0.496 0.36
H -3.423836 2.832568 2.085857 0.015 -0.015 0.167 0.33
H -2.888287 3.654483 0.625611 -0.249 0.008 0.047 0.49
H -2.649583 1.399478 0.073826 0.212 -0.100 -0.294 0.54
H -1.004144 1.998206 0.401350 -0.080 -0.118 -0.172 -1.03
H -2.511750 -0.162674 1.840235 -0.185 0.087 -0.108 0.54
H -0.818716 0.070887 1.519531 -0.041 -0.216 -0.137 -0.29
H -0.895917 1.968717 3.242027 -0.139 0.199 0.314 0.01
H -2.405959 1.198696 3.787763 0.100 0.202 0.359 0.56
H 0.011527 -0.610467 3.345471 -0.026 0.160 -0.291 -0.37
H -1.294381 -0.735689 4.482070 0.045 -0.222 -0.076 0.65
H -0.311209 0.750963 6.025479 -0.042 0.037 0.091 0.43
H 0.977480 -0.274946 5.441909 -0.061 -0.120 0.082 0.40
H 0.498172 2.637991 4.970886 -0.002 0.198 -0.261 0.36
H 1.956615 1.821721 5.439917 0.061 0.146 0.061 0.46
H 1.857349 2.825797 3.090592 -0.022 0.107 0.024 0.47
H 0.935184 1.429805 2.590841 -0.190 -0.080 0.107 -0.98
H 3.448842 1.489216 2.237474 0.102 0.008 -0.008 0.34
H 3.668648 1.198353 3.931343 -0.040 -0.043 0.209 0.46
H 2.538295 -1.017182 3.661258 -0.169 -0.102 -0.020 0.35
H 3.892335 -0.799225 2.592981 0.051 -0.170 0.042 0.56
H 1.222176 -1.454069 1.852588 -0.304 0.089 -0.198 0.46
H 1.552819 0.103563 1.114870 -0.049 0.160 0.214 -0.57
H 2.890709 -2.539851 0.670437 0.590 0.002 0.196 0.42
H 3.749198 -0.992917 0.280077 0.242 -0.258 -0.048 0.54
H 1.774076 -2.409722 -1.308996 0.142 -0.106 -0.096 0.14
H 0.977732 -0.990326 -0.699550 -0.194 -0.311 0.255 0.13
H 2.235449 -0.633161 -2.913558 -0.002 -0.193 -0.043 0.26
H 3.699969 -0.638254 -1.950153 0.077 -0.216 0.012 0.37
H 3.056695 1.638730 -1.992855 0.067 0.056 -0.008 0.58
H 2.504964 1.031793 -0.421346 0.196 0.316 0.040 -0.44
H 0.674333 1.005902 -2.838247 -0.148 0.130 -0.152 0.43
H 0.242306 0.999178 -1.105254 -0.287 -0.073 -0.210 0.11
H -0.083727 3.124817 -2.461799 0.292 -0.283 -0.420 0.35
H -0.830277 4.381201 0.360038 -0.001 0.206 -0.059 0.25
H -0.487812 5.283863 -0.945004 -0.334 -0.141 -0.517 0.32
H 1.391825 2.705716 0.998009 0.279 -0.196 -0.116 0.07
H 2.010410 4.235176 0.432757 -0.148 0.140 0.361 0.21
Cl 1.541996 -3.131518 -4.171821 0.054 0.008 -0.014 -0.20
C 0.417045 -4.466250 -3.800166 -0.027 -0.128 0.058 -0.57
C -1.003891 -4.114564 -4.152168 0.042 -0.144 0.111 -0.35
Cl -1.655492 -2.841017 -3.075425 0.069 -0.028 0.047 -0.15
H 0.520487 -4.706656 -2.744923 0.009 0.070 0.013 0.36
H 0.740470 -5.326722 -4.382756 -0.023 0.037 -0.066 0.39
H -1.641136 -4.989106 -4.032746 -0.008 0.011 0.033 0.24
H -1.087436 -3.767894 -5.174298 -0.010 0.101 -0.043 0.28
Cl -4.308834 -5.768798 -5.605907 0.051 0.006 0.029 -0.18
C -5.114637 -4.287257 -5.026815 -0.098 0.009 0.086 -0.45
C -4.984808 -3.150191 -6.006732 -0.102 0.010 -0.009 -0.42
Cl -3.301585 -2.573970 -6.125287 -0.096 0.125 -0.203 -0.16
H -4.683751 -4.028681 -4.062388 0.058 0.001 -0.027 0.27
H -6.166134 -4.529989 -4.883838 -0.005 -0.013 -0.057 0.35
H -5.589479 -2.308667 -5.673387 0.035 0.005 0.049 0.29
H -5.311091 -3.437241 -7.002748 0.067 -0.051 -0.007 0.33
```
Positions in Å, forces in eV/Å.

Total charge   +1
ΔE to the lowest compared entry with this formula, charge and spin   0.0 kcal/mol
LUMO energy   -0.1615 hartree
HOMO   -12.366 eV